--- one ---
The following is a quantum chemistry calculation of a molecular structure, C26H29AsBCsN11S4, from the OMol25 dataset.

```
! RIJCOSX wB97M-V def2-TZVPD def2/J DEFGRID3
* xyz -2 2
Cs -0.20 2.76 0.18
C 0.61 -3.14 2.48
C 0.33 -2.98 1.02
C 0.81 -3.77 -0.03
C 0.24 -3.22 -1.16
N -0.53 -2.19 -0.77
N -0.47 -2.03 0.55
B -1.35 -1.23 -1.63
N -2.52 -0.76 -0.76
C -3.41 -1.61 -0.24
C -4.28 -0.88 0.55
C -3.81 0.43 0.45
C -4.38 1.65 1.09
N -2.75 0.48 -0.34
N -0.46 -0.10 -2.16
C 0.86 -0.21 -2.39
C 1.27 0.94 -3.03
C 0.09 1.71 -3.16
C -0.05 3.05 -3.80
N -0.93 1.05 -2.63
N -1.94 -1.95 -2.87
C -3.16 -1.75 -3.39
C -3.25 -2.48 -4.56
C -2.00 -3.09 -4.68
C -1.52 -3.98 -5.78
N -1.23 -2.76 -3.66
H 1.38 -3.89 2.62
H -0.29 -3.45 3.01
H 0.94 -2.18 2.89
H 1.47 -4.61 0.03
H 0.30 -3.50 -2.19
H -3.37 -2.66 -0.45
H -5.12 -1.25 1.11
H -5.25 1.39 1.69
H -4.67 2.37 0.32
H -3.63 2.13 1.72
H 1.41 -1.09 -2.12
H 2.26 1.19 -3.37
H 0.88 3.34 -4.27
H -0.33 3.79 -3.05
H -0.84 3.02 -4.54
H -3.87 -1.10 -2.92
H -4.09 -2.57 -5.22
H -2.37 -4.35 -6.36
H -0.97 -4.82 -5.38
H -0.86 -3.43 -6.45
N 3.21 0.73 3.69
C 1.89 0.72 4.08
C 1.58 1.10 5.40
C 0.25 1.09 5.78
C -0.72 0.71 4.87
C -0.30 0.31 3.61
N 0.97 0.30 3.23
C 3.69 0.76 2.40
C 5.06 1.01 2.20
C 5.53 1.10 0.91
C 4.65 0.92 -0.14
C 3.33 0.62 0.16
N 2.87 0.53 1.39
H 3.85 1.11 4.38
H 2.35 1.40 6.09
H -0.03 1.39 6.79
H -1.76 0.70 5.13
H -1.00 -0.05 2.87
H 5.72 1.15 3.05
H 6.58 1.30 0.73
H 4.98 1.01 -1.17
H 2.61 0.43 -0.63
S 2.88 6.97 1.23
As 1.14 5.86 1.77
S -0.21 5.89 0.12
S 1.77 3.87 2.26
S 0.18 6.75 3.46
*
```

Output
HOMO-LUMO gap (spin up / spin down)	5.70 / 4.99	eV
<S²>	0.7637

Charges obtained by Mulliken population analysis, quoted in units of e:
1 Cs 0.99
2 C -1.03
3 C 0.61
4 C -1.27
5 C -0.45
6 N 1.44
7 N -0.91
8 B 0.15
9 N 1.53
10 C -0.70
11 C -1.28
12 C 0.61
13 C -1.33
14 N -1.04
15 N 1.72
16 C -0.93
17 C -0.64
18 C 0.27
19 C -1.10
20 N -1.19
21 N 1.18
22 C -0.28
23 C -1.22
24 C 0.77
25 C -1.27
26 N -1.52
27 H 0.36
28 H 0.25
29 H 0.01
30 H 0.36
31 H 0.54
32 H 0.60
33 H 0.37
34 H 0.36
35 H 0.27
36 H 0.26
37 H 0.66
38 H 0.38
39 H 0.31
40 H 0.17
41 H 0.31
42 H 0.45
43 H 0.37
44 H 0.34
45 H 0.33
46 H 0.22
47 N -0.01
48 C 0.48
49 C -0.68
50 C -0.48
51 C -0.79
52 C -0.43
53 N 0.23
54 C 0.46
55 C -0.83
56 C -0.48
57 C -0.75
58 C -0.09
59 N 0.09
60 H 0.24
61 H 0.34
62 H 0.36
63 H 0.42
64 H 0.50
65 H 0.34
66 H 0.38
67 H 0.44
68 H 0.25
69 S -0.44
70 As 0.45
71 S -0.79
72 S -0.73
73 S -0.50

--- two ---
The following is a quantum chemistry calculation of a molecular structure, C26H29AsBCsN11S4, from the OMol25 dataset.

```
! RIJCOSX wB97M-V def2-TZVPD def2/J DEFGRID3
* xyz -2 2
Cs -1.26 -1.17 -2.24
C -0.67 -3.97 0.51
C 0.64 -3.25 0.53
C 1.91 -3.75 0.89
C 2.76 -2.68 0.70
N 2.02 -1.63 0.28
N 0.72 -1.98 0.18
B 2.47 -0.18 0.00
N 2.25 0.20 -1.47
C 2.35 1.44 -1.99
C 2.17 1.34 -3.35
C 1.95 -0.03 -3.58
C 1.64 -0.71 -4.88
N 2.01 -0.71 -2.45
N 1.69 0.79 0.91
C 1.83 0.96 2.24
C 0.83 1.80 2.67
C 0.10 2.10 1.50
C -1.13 2.95 1.35
N 0.62 1.49 0.45
N 4.01 -0.11 0.26
C 4.96 -0.12 -0.69
C 6.19 -0.17 -0.06
C 5.87 -0.20 1.31
C 6.80 -0.26 2.48
N 4.56 -0.17 1.49
H -0.56 -4.99 0.88
H -1.42 -3.46 1.12
H -1.08 -4.03 -0.50
H 2.17 -4.74 1.22
H 3.82 -2.58 0.86
H 2.52 2.29 -1.36
H 2.16 2.14 -4.07
H 2.05 -0.12 -5.71
H 2.08 -1.71 -4.91
H 0.57 -0.80 -5.05
H 2.62 0.46 2.77
H 0.63 2.14 3.68
H -1.41 3.39 2.31
H -0.96 3.76 0.63
H -1.96 2.35 0.98
H 4.70 -0.09 -1.74
H 7.16 -0.19 -0.52
H 7.84 -0.22 2.15
H 6.63 0.58 3.16
H 6.65 -1.17 3.06
N -4.35 1.36 1.73
C -3.30 0.71 2.37
C -3.30 0.70 3.78
C -2.27 0.06 4.43
C -1.26 -0.53 3.68
C -1.34 -0.46 2.30
N -2.35 0.13 1.65
C -4.54 1.67 0.38
C -5.74 2.30 0.02
C -5.93 2.62 -1.31
C -4.95 2.30 -2.24
C -3.81 1.67 -1.76
N -3.59 1.38 -0.48
H -5.07 1.69 2.34
H -4.10 1.19 4.33
H -2.25 0.03 5.51
H -0.41 -1.02 4.15
H -0.56 -0.87 1.67
H -6.50 2.51 0.76
H -6.85 3.10 -1.63
H -5.07 2.47 -3.30
H -3.05 1.36 -2.47
S -3.56 -3.62 -5.27
As -4.14 -1.79 -4.29
S -2.84 -0.16 -4.82
S -4.37 -2.01 -2.17
S -6.02 -1.79 -5.38
*
```

Output
HOMO-LUMO gap (spin up / spin down)	5.71 / 5.64	eV
<S²>	0.7590

Charges obtained by Mulliken population analysis, quoted in units of e:
1 Cs 0.69
2 C -1.19
3 C 0.57
4 C -1.51
5 C -0.16
6 N 1.14
7 N -0.48
8 B -0.18
9 N 1.63
10 C -0.29
11 C -1.38
12 C 0.62
13 C -1.15
14 N -1.13
15 N 0.93
16 C -0.24
17 C -1.11
18 C 0.49
19 C -1.05
20 N -0.79
21 N 0.78
22 C -0.14
23 C -1.22
24 C 0.75
25 C -1.27
26 N -1.23
27 H 0.35
28 H 0.18
29 H 0.24
30 H 0.43
31 H 0.43
32 H 0.53
33 H 0.39
34 H 0.35
35 H 0.30
36 H 0.18
37 H 0.45
38 H 0.39
39 H 0.30
40 H 0.39
41 H 0.01
42 H 0.37
43 H 0.37
44 H 0.34
45 H 0.28
46 H 0.27
47 N 0.01
48 C 0.60
49 C -0.87
50 C -0.58
51 C -1.05
52 C -0.26
53 N 0.03
54 C 0.75
55 C -0.78
56 C -0.38
57 C -0.78
58 C -0.46
59 N 0.06
60 H 0.15
61 H 0.35
62 H 0.35
63 H 0.53
64 H 0.86
65 H 0.33
66 H 0.36
67 H 0.43
68 H 0.43
69 S -0.52
70 As 0.63
71 S -0.67
72 S -0.63
73 S -0.51

It turns out two is the most stable, with the second structure 0.850 eV higher.

--- one ---
The following is a quantum chemistry calculation of 2 unconnected molecules or ions with the total composition C7H16NO, from the OMol25 dataset.

```
! RIJCOSX wB97M-V def2-TZVPD def2/J DEFGRID3
* xyz 1 1
C -1.49 -0.82 2.60
C -1.73 0.21 1.72
C 0.88 -1.58 0.44
C 1.07 1.39 0.33
C 1.09 0.38 -2.13
C -0.01 -0.79 -0.39
C 0.37 0.62 -0.76
N -0.75 1.44 -1.15
O -1.00 -1.22 -1.18
H -1.23 -0.59 3.61
H -1.60 -1.79 2.43
H -1.52 1.13 2.19
H 1.09 -1.07 1.33
H 1.88 -1.69 -0.20
H 0.49 -2.55 0.67
H 1.60 2.28 -0.06
H 0.34 1.78 1.00
H 1.74 0.77 0.92
H 1.04 1.30 -2.86
H 0.45 -0.27 -2.72
H 2.15 -0.04 -2.07
H -1.27 0.94 -1.80
H -2.04 0.06 0.76
H -0.53 2.29 -1.50
H -1.02 -2.20 -1.17
*
```

Output
HOMO-LUMO gap	8.04	eV

Charges obtained by natural (NBO) population analysis, quoted in units of e:
1 C -0.34
2 C -0.40
3 C -0.77
4 C -0.62
5 C -0.61
6 C 0.82
7 C -0.05
8 N -0.80
9 O -0.59
10 H 0.21
11 H 0.17
12 H 0.22
13 H 0.30
14 H 0.31
15 H 0.26
16 H 0.25
17 H 0.25
18 H 0.21
19 H 0.27
20 H 0.22
21 H 0.23
22 H 0.36
23 H 0.20
24 H 0.38
25 H 0.52

--- two ---
The following is a quantum chemistry calculation of 2 unconnected molecules or ions with the total composition C7H16NO, from the OMol25 dataset.

```
! RIJCOSX wB97M-V def2-TZVPD def2/J DEFGRID3
* xyz 1 1
C 2.96 -0.34 -0.73
C 1.81 -0.50 -1.36
C -1.26 1.38 0.24
C -0.69 -0.99 0.15
C -2.31 0.03 1.83
C 1.66 -0.67 -3.72
C -0.02 0.52 1.98
N -1.09 0.18 1.02
O 1.70 -1.06 -2.56
H 3.07 0.02 0.19
H 3.86 -0.64 -1.23
H -1.96 1.20 -0.58
H -1.54 2.22 0.82
H -0.30 1.47 -0.07
H -0.55 -1.89 0.76
H -1.40 -1.17 -0.65
H 0.24 -0.57 -0.46
H -2.98 -0.65 1.33
H -2.30 -0.31 2.80
H -2.79 0.96 1.90
H 0.83 1.06 1.53
H 2.32 0.16 -4.04
H 0.92 -1.25 -4.39
H -0.60 1.15 2.70
H 0.44 -0.29 2.55
*
```

Output
HOMO-LUMO gap (spin up / spin down)	7.34 / 8.12	eV

Charges obtained by natural (NBO) population analysis, quoted in units of e:
1 C -0.51
2 C 0.07
3 C -0.39
4 C -0.47
5 C -0.43
6 C 0.12
7 C -0.42
8 N -0.20
9 O -0.35
10 H 0.20
11 H 0.20
12 H 0.23
13 H 0.23
14 H 0.22
15 H 0.24
16 H 0.22
17 H 0.26
18 H 0.24
19 H 0.24
20 H 0.22
21 H 0.24
22 H 0.18
23 H 0.19
24 H 0.22
25 H 0.25

It turns out one is the most stable, with the second structure 3.474 eV higher.

--- one ---
The following is a quantum chemistry calculation of a single C2H8N4 molecule, from the OMol25 dataset.

```
! RIJCOSX wB97M-V def2-TZVPD def2/J DEFGRID3
* xyz 0 1
H 0.85 1.72 0.35
N -0.10 1.32 0.00
C -0.08 0.04 0.06
N 1.10 -0.69 0.03
C 2.38 0.04 -0.05
N -1.19 -0.68 -0.17
N -2.37 -0.05 0.00
H 1.19 -1.71 0.36
H 2.22 1.20 -0.61
H 3.16 -0.71 -0.83
H 2.78 0.05 1.15
H -1.37 -1.69 0.33
H -2.31 0.55 0.81
H -2.42 0.75 -0.65
*
```

Output
HOMO-LUMO gap	9.65	eV
SMILES	[H]/N=C(\NC)NN

Charges obtained by natural (NBO) population analysis, quoted in units of e:
1 H 0.35
2 N -0.81
3 C 0.54
4 N -0.67
5 C -0.46
6 N -0.44
7 N -0.64
8 H 0.40
9 H 0.24
10 H 0.22
11 H 0.20
12 H 0.38
13 H 0.33
14 H 0.36

--- two ---
The following is a quantum chemistry calculation of a single C2H8N4 molecule, from the OMol25 dataset.

```
! RIJCOSX wB97M-V def2-TZVPD def2/J DEFGRID3
* xyz 0 1
C 0.72 -0.20 0.00
C 1.93 0.67 0.00
N -2.68 0.52 -0.28
N 0.86 -1.58 0.12
N -0.49 0.30 0.03
N -1.61 -0.40 -0.01
H -0.51 1.27 -0.35
H -3.22 0.15 -1.05
H -3.29 0.53 0.53
H -0.04 -2.02 0.25
H 1.58 -1.90 0.76
H 1.81 1.49 -0.71
H 2.13 1.10 0.99
H 2.81 0.09 -0.29
*
```

Output
HOMO-LUMO gap	7.49	eV

Charges obtained by natural (NBO) population analysis, quoted in units of e:
1 C 0.33
2 C -0.66
3 N -0.72
4 N -0.82
5 N -0.28
6 N -0.40
7 H 0.39
8 H 0.35
9 H 0.34
10 H 0.41
11 H 0.38
12 H 0.23
13 H 0.22
14 H 0.23

It turns out two is the most stable, with the second structure 0.941 eV higher.